--- w ---
Computed, not measured: a structure of composition C45H67GeMnN5P3, with ωB97M-V/def2-TZVPD.

Last column: Mulliken charge in e.
Geometry (Å):
Mn (0.7101, -0.7644, 0.5775)  1.217
C (3.6705, 0.8678, -3.1764)  -1.639
C (3.5294, -0.1163, -2.0190)  0.597
C (4.0916, 0.4891, -0.7383)  -1.498
P (1.8342, -0.8504, -1.7966)  0.224
C (0.6012, 0.0175, -2.8850)  -2.124
N (-0.0957, 1.1378, -2.2962)  -0.062
Ge (-1.0409, 0.8932, -0.4877)  -0.656
N (-2.5208, -0.1000, -0.9904)  1.372
C (-2.6608, -1.5021, -0.6939)  -2.750
P (-1.5854, -2.0499, 0.6885)  0.298
C (-2.5899, -1.7789, 2.2101)  0.278
C (-3.4198, -0.4959, 2.1707)  -2.272
C (-1.6896, -1.8327, 3.4380)  -1.449
C (-1.6417, -3.8733, 0.3872)  0.404
C (-0.7444, -4.2818, -0.7760)  -1.179
C (-1.3820, -4.7273, 1.6227)  -1.659
C (-3.2370, 0.4098, -2.0749)  0.117
C (-4.1197, -0.3271, -2.8629)  -0.697
C (-4.7636, 0.2797, -3.9316)  -0.916
C (-4.5331, 1.6103, -4.2482)  -1.039
C (-3.6585, 2.3536, -3.4702)  -0.678
C (-3.0401, 1.7562, -2.3864)  0.992
N (-2.1326, 2.4890, -1.4930)  1.291
C (-1.1673, 3.2056, -2.2714)  -0.143
C (-1.1978, 4.5474, -2.5456)  -0.296
C (-0.3104, 5.0550, -3.4955)  -0.974
C (0.5700, 4.2072, -4.1887)  -1.048
C (0.6442, 2.8730, -3.8903)  -1.086
C (-0.1690, 2.3467, -2.8497)  1.067
C (-2.8015, 3.2311, -0.4351)  -0.271
C (-3.8502, 4.1027, -0.6588)  -0.328
C (-4.4334, 4.7568, 0.4163)  -1.032
C (-3.9737, 4.5088, 1.7002)  -1.037
C (-2.9403, 3.6104, 1.9281)  -0.428
C (-2.3352, 2.9668, 0.8528)  0.542
N (-1.2998, 2.0270, 0.9760)  1.589
C (-0.5803, 1.9815, 2.2304)  -2.449
P (1.1387, 1.3992, 1.9758)  0.351
C (1.8319, 1.2381, 3.6838)  0.309
C (3.3422, 0.9952, 3.6408)  -1.325
C (1.1083, 0.2261, 4.5665)  -1.342
C (2.0327, 2.8820, 1.3199)  0.279
C (2.0655, 4.0627, 2.2957)  -1.623
C (1.4969, 3.3361, -0.0327)  -1.059
C (1.9585, -2.4928, -2.6444)  1.502
C (3.2132, -3.2449, -2.1824)  -1.972
C (1.9317, -2.4156, -4.1729)  -1.587
H (4.7250, 1.1044, -3.3214)  0.460
H (3.1592, 1.8051, -2.9510)  0.357
H (3.2968, 0.4722, -4.1215)  0.356
H (4.1292, -0.9987, -2.2547)  0.754
H (3.6474, 1.4615, -0.5527)  0.179
H (5.1671, 0.6360, -0.8433)  0.609
H (3.9319, -0.1400, 0.1421)  0.066
H (-0.1606, -0.7469, -3.0914)  0.248
H (1.0388, 0.2798, -3.8463)  1.136
H (-2.4282, -2.1332, -1.5607)  1.091
H (-3.6924, -1.7356, -0.4062)  0.854
H (-3.2755, -2.6340, 2.2233)  1.073
H (-2.8209, 0.3812, 1.9141)  0.601
H (-3.8569, -0.3276, 3.1553)  0.532
H (-4.2403, -0.5567, 1.4570)  0.356
H (-0.9855, -0.9952, 3.4281)  -0.022
H (-1.1156, -2.7572, 3.5000)  0.283
H (-2.2904, -1.7465, 4.3440)  0.613
H (-2.6892, -4.0186, 0.0902)  0.757
H (0.3007, -4.2987, -0.4616)  -0.129
H (-0.8447, -3.6232, -1.6415)  0.378
H (-1.0072, -5.2875, -1.1051)  0.597
H (-0.4028, -4.5313, 2.0528)  0.302
H (-1.4072, -5.7781, 1.3319)  0.462
H (-2.1411, -4.5873, 2.3911)  0.437
H (-4.3211, -1.3672, -2.6495)  0.543
H (-5.4523, -0.3029, -4.5282)  0.435
H (-5.0329, 2.0683, -5.0895)  0.505
H (-3.4614, 3.3901, -3.7132)  0.530
H (-1.9229, 5.1947, -2.0712)  0.682
H (-0.3343, 6.1091, -3.7370)  0.527
H (1.2016, 4.6230, -4.9619)  0.507
H (1.3418, 2.2431, -4.4191)  0.625
H (-4.2277, 4.2616, -1.6602)  0.532
H (-5.2520, 5.4427, 0.2524)  0.490
H (-4.4356, 5.0057, 2.5425)  0.453
H (-2.6327, 3.4059, 2.9443)  0.557
H (-1.0704, 1.3387, 2.9736)  0.701
H (-0.5394, 2.9850, 2.6640)  0.868
H (1.6620, 2.2253, 4.1245)  0.958
H (3.6070, 0.0781, 3.1067)  0.172
H (3.7206, 0.8927, 4.6578)  0.583
H (3.8862, 1.8158, 3.1750)  0.336
H (1.1503, -0.7904, 4.1705)  -0.149
H (0.0600, 0.4784, 4.7210)  0.365
H (1.5835, 0.2065, 5.5476)  0.612
H (3.0574, 2.5246, 1.1994)  0.639
H (1.0649, 4.3998, 2.5702)  0.304
H (2.5598, 4.9040, 1.8089)  0.455
H (2.6241, 3.8501, 3.2049)  0.408
H (0.5121, 3.7934, 0.0747)  0.284
H (1.4273, 2.5123, -0.7427)  -0.142
H (2.1644, 4.0880, -0.4579)  0.709
H (1.0777, -3.0386, -2.3007)  -0.609
H (4.0748, -2.9819, -2.7961)  0.565
H (3.0591, -4.3178, -2.2998)  0.459
H (3.4837, -3.0548, -1.1408)  0.496
H (2.7649, -1.8220, -4.5554)  0.310
H (1.0012, -2.0157, -4.5736)  0.353
H (2.0463, -3.4219, -4.5776)  0.459
N (2.1390, -1.9870, 1.7457)  -0.631
C (1.9605, -3.3641, 2.2044)  0.541
C (2.1621, -4.4197, 1.3299)  -0.276
C (2.0445, -5.7235, 1.7926)  -0.711
C (1.7257, -5.9699, 3.1199)  -0.805
C (1.5279, -4.9066, 3.9890)  -0.743
C (1.6468, -3.5999, 3.5346)  -0.319
H (2.3116, -1.4252, 2.5782)  -0.465
H (3.0173, -1.9412, 1.2286)  0.503
H (2.4339, -4.2366, 0.2978)  0.333
H (2.2188, -6.5486, 1.1152)  0.471
H (1.6457, -6.9858, 3.4810)  0.416
H (1.2988, -5.0911, 5.0299)  0.479
H (1.5256, -2.7786, 4.2304)  0.528

Values from the calculation:
Total charge: +3
Orbital gap (alpha / beta) (eV): 6.03 / 5.09
Lowest unoccupied orbital energy (alpha / beta) (eV): -9.1 / -10.0
Multiplicity: 6
HOMO level (alpha / beta) (Eh): -0.5552 / -0.5546

---

--- x ---
Computed, not measured: a structure of composition C45H67GeMnN5P3, with ωB97M-V/def2-TZVPD.

Last column: Mulliken charge in e.
Geometry (Å):
Mn (0.0887, -1.1340, -0.2548)  0.655
C (-5.1132, -0.9444, -0.9488)  -1.608
C (-3.8078, -1.2750, -0.2197)  0.087
C (-3.7490, -0.6029, 1.1465)  -1.363
P (-2.3101, -0.8667, -1.2162)  1.366
C (-2.5888, 0.8955, -1.6934)  -1.764
N (-1.4947, 1.8108, -1.4703)  0.719
Ge (0.0421, 1.4658, -0.1845)  0.127
N (-0.6305, 1.7760, 1.5273)  1.068
C (-0.7116, 0.8196, 2.6160)  -2.646
P (0.2191, -0.7473, 2.3138)  0.033
C (-0.6772, -2.0883, 3.2115)  1.605
C (0.2550, -3.2924, 3.3696)  -1.574
C (-1.3325, -1.6973, 4.5369)  -1.561
C (1.8566, -0.4826, 3.1231)  0.611
C (1.8020, -0.3872, 4.6515)  -1.398
C (2.5069, 0.7868, 2.5685)  -1.627
C (-1.4231, 2.9260, 1.6465)  0.272
C (-2.3698, 3.1544, 2.6439)  -0.805
C (-3.1184, 4.3249, 2.6324)  -0.863
C (-2.9549, 5.2794, 1.6412)  -1.205
C (-2.0027, 5.0743, 0.6523)  -0.130
C (-1.2458, 3.9189, 0.6768)  0.255
N (-0.1783, 3.6692, -0.2817)  1.129
C (-0.5504, 3.9399, -1.6308)  -0.347
C (-0.1843, 5.0504, -2.3503)  -0.121
C (-0.7462, 5.2408, -3.6099)  -0.997
C (-1.6783, 4.3291, -4.1358)  -0.911
C (-2.0184, 3.1939, -3.4514)  -0.920
C (-1.4019, 2.9309, -2.1983)  0.914
C (1.1310, 4.1781, 0.0818)  -0.228
C (1.3452, 5.4424, 0.5902)  0.106
C (2.6507, 5.8557, 0.8246)  -1.125
C (3.7016, 5.0000, 0.5379)  -0.907
C (3.4819, 3.7179, 0.0453)  -1.092
C (2.1780, 3.2889, -0.1768)  0.600
N (1.8027, 1.9960, -0.6105)  0.608
C (2.8845, 1.1170, -0.9568)  -2.391
P (2.3752, -0.6290, -1.1688)  -0.256
C (2.4051, -0.9545, -2.9802)  0.814
C (1.5995, 0.1599, -3.6609)  -1.401
C (3.7894, -1.0694, -3.6219)  -1.501
C (3.6880, -1.5177, -0.2209)  1.054
C (3.4699, -3.0237, -0.1361)  -0.958
C (5.1252, -1.1903, -0.6466)  -1.683
C (-2.5849, -1.7347, -2.8271)  0.042
C (-2.8731, -3.2283, -2.6730)  -1.538
C (-1.4634, -1.4346, -3.8140)  -1.442
H (-5.9551, -1.2339, -0.3192)  0.488
H (-5.2218, -1.4689, -1.8979)  0.390
H (-5.2153, 0.1268, -1.1314)  0.341
H (-3.7633, -2.3578, -0.0791)  0.436
H (-3.8877, 0.4795, 1.0764)  0.298
H (-2.8012, -0.7965, 1.6477)  0.019
H (-4.5446, -0.9921, 1.7824)  0.610
H (-3.4448, 1.2733, -1.1232)  0.359
H (-2.8917, 0.8884, -2.7420)  0.456
H (-1.7470, 0.5484, 2.8311)  1.040
H (-0.3256, 1.2751, 3.5365)  1.033
H (-1.4722, -2.3793, 2.5166)  -0.377
H (1.0350, -3.1014, 4.1053)  0.342
H (0.7322, -3.5839, 2.4295)  0.280
H (-0.3188, -4.1509, 3.7171)  0.515
H (-0.5977, -1.4882, 5.3118)  0.297
H (-1.9454, -2.5285, 4.8879)  0.526
H (-1.9885, -0.8302, 4.4487)  0.272
H (2.4546, -1.3567, 2.8459)  0.553
H (1.0752, 0.3576, 4.9816)  0.279
H (2.7761, -0.0615, 5.0187)  0.460
H (1.5702, -1.3319, 5.1359)  0.366
H (2.0637, 1.6754, 3.0232)  0.411
H (2.3962, 0.8951, 1.4902)  0.429
H (3.5700, 0.7960, 2.8114)  0.654
H (-2.5322, 2.4445, 3.4419)  0.572
H (-3.8422, 4.4863, 3.4199)  0.462
H (-3.5493, 6.1818, 1.6465)  0.484
H (-1.8459, 5.8129, -0.1243)  0.610
H (0.4942, 5.7815, -1.9322)  0.627
H (-0.4866, 6.1212, -4.1826)  0.500
H (-2.1201, 4.5293, -5.1023)  0.490
H (-2.7181, 2.4970, -3.8892)  0.594
H (0.5067, 6.0914, 0.8078)  0.590
H (2.8439, 6.8424, 1.2211)  0.467
H (4.7197, 5.3252, 0.7050)  0.453
H (4.3367, 3.0883, -0.1558)  0.533
H (3.6346, 1.0963, -0.1571)  1.092
H (3.4067, 1.4651, -1.8559)  0.811
H (1.8833, -1.9087, -3.1190)  0.425
H (2.1979, 1.0688, -3.7360)  0.409
H (0.6760, 0.4118, -3.1312)  -0.074
H (1.3356, -0.1429, -4.6742)  0.531
H (4.4197, -0.2124, -3.3791)  0.303
H (3.6786, -1.0930, -4.7066)  0.491
H (4.3105, -1.9772, -3.3256)  0.367
H (3.5364, -1.0970, 0.7816)  -0.167
H (3.4871, -3.4941, -1.1247)  0.447
H (2.5406, -3.2805, 0.3758)  -0.204
H (4.2801, -3.4768, 0.4363)  0.537
H (5.4297, -1.7823, -1.5068)  0.404
H (5.8022, -1.4368, 0.1717)  0.481
H (5.2789, -0.1392, -0.8895)  0.314
H (-3.4989, -1.2714, -3.2161)  0.801
H (-2.1357, -3.7724, -2.0793)  0.312
H (-2.8974, -3.6933, -3.6587)  0.550
H (-3.8393, -3.4100, -2.2026)  0.321
H (-0.4950, -1.8178, -3.4761)  0.169
H (-1.3443, -0.3653, -3.9948)  0.247
H (-1.6781, -1.9071, -4.7728)  0.558
N (0.2197, -3.2537, -0.8647)  -0.348
C (-0.1962, -4.3298, 0.0315)  -0.538
C (0.6426, -5.4048, 0.2764)  -0.474
C (0.2148, -6.4186, 1.1247)  -0.725
C (-1.0445, -6.3673, 1.7024)  -0.794
C (-1.8823, -5.2914, 1.4401)  -0.534
C (-1.4527, -4.2650, 0.6128)  0.680
H (1.1607, -3.4558, -1.1987)  0.232
H (-0.3547, -3.3017, -1.7066)  0.039
H (1.6137, -5.4719, -0.1999)  0.537
H (0.8650, -7.2610, 1.3178)  0.477
H (-1.3756, -7.1695, 2.3473)  0.451
H (-2.8694, -5.2531, 1.8826)  0.483
H (-2.0991, -3.4187, 0.4160)  -0.175

Values from the calculation:
Total charge: +3
Orbital gap (alpha / beta) (eV): 6.23 / 5.00
Lowest unoccupied orbital energy (alpha / beta) (eV): -8.9 / -10.1
Multiplicity: 6
HOMO level (alpha / beta) (Eh): -0.5551 / -0.5533

---

x ends up most stable, edging out the next structure by 0.161 eV.

---

--- w ---
Computed, not measured: a structure of composition C6H10N2O3, with ωB97M-V/def2-TZVPD.

Last column: Mulliken charge in e.
Geometry (Å):
C (-1.6635, 1.3328, 0.0115)  0.469
C (-2.6362, -0.8049, -0.2478)  0.471
C (1.0470, 0.1641, -1.3544)  -1.718
C (1.5863, 0.8335, 1.0153)  -1.441
C (1.3646, -1.5328, 0.3914)  -1.691
C (0.7415, -0.1688, 0.1704)  1.753
N (-2.7102, 0.6759, -0.4804)  -0.155
N (-0.5948, -0.0939, 0.6636)  -0.450
O (-1.3441, 2.4528, 0.1109)  -0.430
O (-3.5649, -1.4333, -0.5911)  -0.506
O (-1.5500, -1.1681, 0.3705)  -0.223
H (0.3125, -0.2949, -1.8769)  0.446
H (0.8027, 1.2532, -1.3569)  0.408
H (2.0426, -0.1262, -1.6131)  0.420
H (1.0676, 1.2514, 1.9248)  0.366
H (1.9786, 1.7274, 0.4813)  0.307
H (2.5260, 0.3723, 1.4211)  0.361
H (2.4380, -1.3102, 0.2459)  0.502
H (1.1031, -1.8007, 1.3800)  0.478
H (0.7456, -2.3034, -0.2039)  0.298
H (-3.6923, 0.9738, -0.4621)  0.337

Values from the calculation:
Total charge: 0
Orbital gap (eV): 9.90
Lowest unoccupied orbital energy (eV): 0.5
HOMO level (Eh): -0.3449

---

--- x ---
Computed, not measured: an isolated molecule of C6H10N2O3, with ωB97M-V/def2-TZVPD.

Last column: Mulliken charge in e.
Geometry (Å):
C (-0.6033, 1.7594, -0.3907)  0.852
C (1.8825, 0.4179, -0.5775)  0.206
C (-0.9044, 0.2353, -0.1658)  0.444
C (3.1643, -0.5031, -0.4190)  -1.009
C (-2.1688, -1.3842, -1.2675)  -0.779
C (-0.9299, 0.2767, 2.2389)  -0.617
N (0.5436, 2.3068, -0.0912)  -0.649
N (1.6409, 1.4921, 0.0775)  -0.287
O (-1.7695, 2.1245, -0.5913)  -0.600
O (-1.1311, -0.4353, -1.2232)  -0.254
O (-1.3943, -0.1856, 1.0144)  -0.357
H (1.2236, 0.0915, -1.3933)  0.408
H (2.7284, -1.3202, 0.1475)  0.241
H (3.8815, -0.0183, 0.2410)  0.301
H (3.3870, -0.7560, -1.5026)  0.305
H (-1.8949, -2.3439, -0.7462)  0.306
H (-2.2877, -1.6673, -2.2395)  0.331
H (-3.1550, -1.1071, -0.8729)  0.315
H (-1.0412, -0.6295, 2.9746)  0.242
H (-1.3934, 1.1275, 2.6692)  0.305
H (0.2217, 0.5187, 2.1177)  0.299

Values from the calculation:
Total charge: 0
Orbital gap (eV): 8.34
Lowest unoccupied orbital energy (eV): 0.1
HOMO level (Eh): -0.3012

---

w ends up most stable, edging out the next structure by 2.048 eV.

---

--- w ---
Computed, not measured: a cluster of 2 separate species, C4H10NS in total, with ωB97M-V/def2-TZVPD.

Last column: Mulliken charge in e.
Geometry (Å):
C (1.5420, 0.9700, -1.1217)  -1.011
C (-0.3277, -0.5499, -1.3781)  0.090
C (0.5872, 0.2006, -0.6023)  1.062
C (0.7802, -0.2960, 0.7867)  -1.037
N (-0.4548, -0.3172, -2.6867)  -0.270
S (-1.7112, -0.0355, 3.5906)  -0.311
H (2.4628, 1.2132, -0.6603)  0.257
H (1.5714, 1.3485, -2.0937)  0.225
H (-0.7380, -1.4272, -0.8497)  0.360
H (0.7582, -1.3603, 0.6477)  0.369
H (-0.1809, -0.0240, 1.3587)  0.072
H (1.6200, 0.1607, 1.2401)  0.387
H (-0.1471, 0.5189, -3.1694)  0.228
H (-2.6433, 0.9005, 3.4844)  0.153
H (-0.8827, -0.9902, -3.2650)  0.263
H (-2.2361, -0.3121, 4.7188)  0.164

Values from the calculation:
Total charge: +1
Orbital gap (eV): 6.49
Lowest unoccupied orbital energy (eV): -5.9
HOMO level (Eh): -0.4565

---

--- x ---
Computed, not measured: a cluster of 2 separate species, C4H10NS in total, with ωB97M-V/def2-TZVPD.

Last column: Mulliken charge in e.
Geometry (Å):
C (0.8156, 1.5193, -0.7587)  -0.541
C (0.5800, 1.3856, 0.7156)  -0.349
C (1.1211, 0.2563, -0.0239)  0.595
C (-1.7417, -0.9507, 0.5908)  -1.050
N (-0.6214, -1.2372, -0.2993)  -0.425
S (2.3922, -0.7432, 0.0163)  -0.125
H (0.0171, 1.5482, -1.5480)  0.223
H (1.5857, 2.1617, -0.9993)  0.323
H (1.1332, 1.7981, 1.5071)  0.308
H (-0.4288, 1.2520, 0.9865)  0.098
H (-2.6620, -1.6231, 0.3280)  0.322
H (-1.6771, -1.2517, 1.5417)  0.431
H (-1.9710, 0.0175, 0.5135)  0.400
H (-1.0405, -1.4588, -1.1620)  0.254
H (-0.0532, -2.0506, -0.0602)  0.311
H (2.5508, -0.6235, -1.3482)  0.222

Values from the calculation:
Total charge: +1
Orbital gap (eV): 9.36
Lowest unoccupied orbital energy (eV): -5.1
HOMO level (Eh): -0.5299

---

w ends up most stable, edging out the next structure by 1.622 eV.